{"formula": "CH3N3S", "method": "wB97M-V/def2-TZVPD", "lumo_energy_ev": 0.605, "homo_lumo_gap_ev": 9.73, "energy_ev": -16388.7328, "total_charge": 0, "de_lowest_kcal_mol": 12.6, "smiles": "C1N=NSN1", "elements": ["C", "N", "N", "S", "N", "H", "H", "H"], "xyz": [[0.1301, 0.4444, -0.2412], [1.1828, 1.4524, 0.0168], [2.3595, 1.0194, 0.1144], [2.5126, -0.5998, -0.0360], [0.6968, -0.8404, -0.0547], [-0.7355, 0.4990, 0.2696], [-0.2119, 0.5926, -1.3360], [0.6074, -1.1993, 0.9158]], "mulliken_charge": [-0.198, -0.265, -0.013, 0.116, -0.483, 0.339, 0.183, 0.321]}

=====

{"formula": "C27H21Br2ClGdN6O5", "method": "wB97M-V/def2-TZVPD", "lumo_energy_ev": [-3.119, -5.624], "homo_lumo_gap_ev": [8.69, 6.03], "energy_ev": -220951.1094, "multiplicity": 8, "total_charge": 1, "elements": ["Gd", "O", "C", "N", "C", "C", "C", "C", "C", "C", "N", "C", "C", "C", "C", "C", "N", "H", "H", "H", "H", "H", "H", "H", "H", "H", "H", "O", "Cl", "O", "O", "O", "Br", "C", "C", "C", "N", "C", "C", "C", "C", "C", "Br", "C", "C", "N", "H", "H", "H", "H", "H", "H", "C", "C", "C", "N", "C", "C", "H", "H", "H", "H", "H"], "xyz": [[-0.2186, -0.2215, -0.3344], [-0.7800, 1.0096, -4.3485], [-0.3416, 0.9701, -3.2031], [-1.0525, 1.0043, -2.0716], [-2.4838, 1.1258, -2.3234], [-3.3055, 0.9371, -1.0840], [-4.5868, 1.4828, -1.0131], [-5.3384, 1.3110, 0.1311], [-4.7975, 0.5611, 1.1679], [-3.5298, 0.0344, 1.0126], [-2.7733, 0.2384, -0.0725], [1.1608, 0.9690, -2.9803], [1.9762, 1.2605, -4.0694], [3.3423, 1.3584, -3.8907], [3.8533, 1.1557, -2.6163], [2.9767, 0.8392, -1.5940], [1.6522, 0.7407, -1.7516], [-2.7997, 0.3857, -3.0812], [-2.7010, 2.1098, -2.7616], [-4.9704, 2.0466, -1.8484], [-6.3242, 1.7416, 0.2194], [-5.3512, 0.3908, 2.0758], [-3.0989, -0.5981, 1.7816], [1.5066, 1.4084, -5.0296], [3.9957, 1.5903, -4.7181], [4.9107, 1.2422, -2.4211], [3.3475, 0.6675, -0.5891], [-2.6668, -2.9417, 0.5654], [-1.3380, -2.6831, 0.2468], [-0.5307, -3.8317, 0.2791], [-0.7934, -1.7209, 1.1924], [-1.2285, -2.0719, -1.0524], [5.2717, -0.8594, 4.5055], [3.8507, -0.6331, 3.2825], [3.0918, 0.5306, 3.2756], [2.1048, 0.6544, 2.3151], [1.8070, -0.2866, 1.4185], [2.5189, -1.4260, 1.4534], [3.5625, -1.6259, 2.3553], [2.2036, -2.4533, 0.4364], [2.4975, -3.7953, 0.6380], [2.2208, -4.6955, -0.3820], [2.5724, -6.5190, -0.1238], [1.7093, -4.2240, -1.5844], [1.4342, -2.8713, -1.6876], [1.6408, -2.0020, -0.6983], [3.2775, 1.3216, 3.9851], [1.5302, 1.5702, 2.2493], [4.1621, -2.5200, 2.3215], [2.8802, -4.1521, 1.5808], [1.4909, -4.8925, -2.4002], [1.0262, -2.4664, -2.6077], [-2.4130, 3.3483, 2.7681], [-1.8825, 3.7264, 1.5444], [-1.0534, 2.8430, 0.8711], [-0.7265, 1.6377, 1.3546], [-1.2287, 1.2907, 2.5475], [-2.0775, 2.1041, 3.2792], [-3.0671, 4.0090, 3.3152], [-2.1105, 4.6870, 1.1116], [-0.6124, 3.1016, -0.0880], [-0.9235, 0.3173, 2.9199], [-2.4663, 1.7675, 4.2266]], "mulliken_spin": [6.616, 0.041, 0.007, 0.164, 0.002, 0.001, 0.000, 0.000, -0.001, 0.001, 0.020, 0.001, 0.000, 0.000, 0.000, -0.002, 0.027, 0.002, 0.007, 0.000, 0.000, 0.000, 0.000, 0.000, 0.000, 0.000, 0.000, 0.000, 0.000, -0.001, 0.015, 0.021, 0.000, 0.001, -0.001, -0.002, 0.013, 0.000, -0.001, 0.006, -0.001, 0.000, 0.000, 0.000, 0.002, 0.017, 0.000, -0.001, 0.000, 0.000, 0.000, -0.001, 0.000, 0.000, 0.002, 0.036, 0.006, 0.002, 0.000, 0.000, 0.000, -0.001, 0.000]}

=====

{"formula": "C48H51F7N2O5", "method": "wB97M-V/def2-TZVPD", "lumo_energy_ev": -0.037, "homo_lumo_gap_ev": 8.89, "energy_ev": -82838.1431, "total_charge": 0, "smiles": "CO[C@@H](COCCCCCNC(C)=O)C(=O)NC(=O)F.Fc1ccccc1.Fc1ccccc1.Fc1ccccc1.Fc1ccccc1.Fc1ccccc1.Fc1ccccc1", "elements": ["C", "O", "C", "C", "O", "C", "C", "C", "C", "C", "N", "C", "C", "O", "C", "O", "N", "C", "O", "F", "H", "H", "H", "H", "H", "H", "H", "H", "H", "H", "H", "H", "H", "H", "H", "H", "H", "H", "H", "H", "H", "F", "C", "C", "C", "C", "C", "C", "H", "H", "H", "H", "H", "F", "C", "C", "C", "C", "C", "C", "H", "H", "H", "H", "H", "F", "C", "C", "C", "C", "C", "C", "H", "H", "H", "H", "H", "F", "C", "C", "C", "C", "C", "C", "H", "H", "H", "H", "H", "F", "C", "C", "C", "C", "C", "C", "H", "H", "H", "H", "H", "F", "C", "C", "C", "C", "C", "C", "H", "H", "H", "H", "H"], "xyz": [[5.0837, -1.7837, -0.4301], [5.6079, -1.3825, -1.7343], [6.7916, -2.1459, -2.0469], [6.4752, -3.5257, -2.8500], [5.6832, -4.4614, -2.0646], [5.9531, -5.7719, -2.6677], [4.6699, -6.7410, -2.7072], [3.2674, -6.0128, -2.4288], [2.8671, -4.9091, -3.5488], [1.7136, -3.9763, -2.8745], [1.7810, -2.5617, -3.3715], [1.3240, -1.6534, -2.2954], [2.0394, -0.2113, -2.1547], [0.3803, -1.9091, -1.4870], [7.7628, -1.2970, -3.0485], [8.7101, -0.5697, -2.6569], [7.5130, -1.4513, -4.5057], [6.4254, -0.5595, -4.9386], [5.2602, -1.0359, -4.9449], [6.7495, 0.7777, -5.2833], [5.2766, -0.9821, 0.3854], [3.9465, -1.9267, -0.5550], [5.5767, -2.7682, -0.0732], [7.4434, -2.3308, -1.1071], [5.8573, -3.3121, -3.8089], [7.5215, -3.9591, -3.1115], [6.7832, -6.2762, -2.0553], [6.3060, -5.6464, -3.7661], [4.6033, -7.1822, -3.7779], [4.8427, -7.6273, -1.9863], [2.4533, -6.8374, -2.5122], [3.2287, -5.6180, -1.3574], [3.7678, -4.3129, -3.9197], [2.3534, -5.4214, -4.4549], [1.8899, -3.9806, -1.7437], [0.6642, -4.4486, -3.0282], [1.0947, -2.4747, -4.1436], [3.0004, -0.2400, -2.7902], [1.3634, 0.6419, -2.5491], [2.3371, 0.0298, -1.0746], [8.3687, -1.3503, -5.0717], [-5.5203, 1.9617, 0.1909], [-4.6213, 1.0479, -0.2175], [-4.8515, 0.3434, -1.3886], [-3.9189, -0.5987, -1.8142], [-2.7728, -0.8318, -1.0568], [-2.5550, -0.1214, 0.1205], [-3.4815, 0.8281, 0.5402], [-5.7529, 0.5328, -1.9597], [-4.0847, -1.1501, -2.7324], [-2.0479, -1.5694, -1.3863], [-1.6639, -0.3073, 0.7108], [-3.3238, 1.3967, 1.4495], [7.6370, -1.4095, 2.0533], [7.5610, -0.2476, 2.7224], [6.3578, 0.1281, 3.2996], [6.2799, 1.3295, 3.9972], [7.4038, 2.1462, 4.1000], [8.6056, 1.7609, 3.5120], [8.6867, 0.5546, 2.8238], [5.4918, -0.5167, 3.2018], [5.3454, 1.6297, 4.4595], [7.3413, 3.0854, 4.6406], [9.4788, 2.4002, 3.5896], [9.6162, 0.2348, 2.3674], [3.5379, 1.4350, 6.2453], [3.6170, 0.3140, 6.9793], [3.6619, 0.4063, 8.3619], [3.7390, -0.7562, 9.1225], [3.7811, -1.9973, 8.4914], [3.7405, -2.0779, 7.1025], [3.6524, -0.9165, 6.3418], [3.6365, 1.3811, 8.8350], [3.7669, -0.6954, 10.2053], [3.8457, -2.9035, 9.0855], [3.7776, -3.0452, 6.6123], [3.6109, -0.9611, 5.2596], [-9.8360, 7.3164, 1.7677], [-8.9390, 6.4044, 1.3603], [-9.1682, 5.6983, 0.1881], [-8.2362, 4.7567, -0.2368], [-7.0904, 4.5232, 0.5205], [-6.8727, 5.2340, 1.6978], [-7.7990, 6.1840, 2.1176], [-10.0695, 5.8872, -0.3837], [-8.4025, 4.2048, -1.1559], [-6.3662, 3.7855, 0.1909], [-5.9817, 5.0480, 2.2885], [-7.6410, 6.7526, 3.0267], [-4.8755, 0.2896, -4.3655], [-4.4621, 1.4854, -4.8139], [-3.1163, 1.6844, -5.0799], [-2.6884, 2.9222, -5.5494], [-3.6100, 3.9500, -5.7371], [-4.9584, 3.7401, -5.4618], [-5.3884, 2.4991, -5.0028], [-2.4129, 0.8754, -4.9199], [-1.6386, 3.0865, -5.7680], [-3.2747, 4.9168, -6.0992], [-5.6742, 4.5428, -5.6046], [-6.4355, 2.3152, -4.7918], [-11.6116, -0.2114, 3.9447], [-11.1986, 0.9842, 3.4947], [-9.8526, 1.1837, 3.2282], [-9.4253, 2.4213, 2.7569], [-10.3475, 3.4485, 2.5679], [-11.6958, 3.2382, 2.8436], [-12.1253, 1.9974, 3.3044], [-9.1487, 0.3753, 3.3892], [-8.3755, 2.5860, 2.5378], [-10.0126, 4.4145, 2.2042], [-12.4121, 4.0405, 2.6997], [-13.1723, 1.8132, 3.5157]], "mulliken_charge": [-0.309, -0.291, 0.381, -0.413, -0.245, -0.417, -0.681, -0.738, -0.081, -0.511, -0.164, 0.403, -0.789, -0.561, -0.133, -0.563, -0.059, 0.475, -0.381, -0.243, 0.127, 0.007, 0.280, 0.269, 0.310, 0.318, 0.266, 0.307, 0.267, 0.303, 0.327, 0.371, -0.068, 0.354, 0.268, 0.260, 0.296, 0.155, 0.317, 0.248, 0.335, -0.157, 0.314, -0.347, -0.506, -0.590, -0.514, -0.401, 0.442, 0.431, 0.481, 0.410, 0.403, -0.313, 0.397, -0.286, -0.268, -0.603, -0.333, -0.541, 0.402, 0.392, 0.378, 0.361, 0.415, -0.318, 0.238, -0.400, -0.397, -0.417, -0.447, -0.158, 0.396, 0.354, 0.364, 0.352, 0.438, -0.347, 0.169, -0.290, -0.413, -0.361, -0.473, -0.173, 0.401, 0.398, 0.363, 0.379, 0.412, -0.311, 0.348, -0.308, -0.433, -0.457, -0.424, -0.381, 0.461, 0.353, 0.365, 0.364, 0.420, -0.318, 0.175, -0.428, -0.377, 0.079, -0.497, -0.379, 0.421, 0.374, 0.140, 0.376, 0.406]}

=====

{"formula": "C31H83Cl2GaN7O7S", "method": "wB97M-V/def2-TZVPD", "lumo_energy_ev": 1.831, "homo_lumo_gap_ev": 6.52, "energy_ev": -146510.6697, "total_charge": -1, "de_lowest_kcal_mol": 0.0, "elements": ["C", "C", "Cl", "C", "Cl", "Ga", "S", "H", "H", "H", "H", "H", "H", "C", "C", "C", "O", "C", "N", "H", "H", "H", "H", "H", "H", "H", "H", "H", "H", "H", "C", "C", "C", "O", "C", "N", "H", "H", "H", "H", "H", "H", "H", "H", "H", "H", "H", "C", "C", "C", "O", "C", "N", "H", "H", "H", "H", "H", "H", "H", "H", "H", "H", "H", "C", "C", "C", "O", "C", "N", "H", "H", "H", "H", "H", "H", "H", "H", "H", "H", "H", "C", "C", "C", "O", "C", "N", "H", "H", "H", "H", "H", "H", "H", "H", "H", "H", "H", "C", "C", "C", "O", "C", "N", "H", "H", "H", "H", "H", "H", "H", "H", "H", "H", "H", "C", "C", "C", "O", "C", "N", "H", "H", "H", "H", "H", "H", "H", "H", "H", "H", "H"], "xyz": [[7.3880, 0.9100, 0.7859], [7.4827, -0.5676, 0.5049], [8.6373, -1.3948, 1.5443], [6.8310, -1.3021, -0.3903], [5.7199, -0.3821, -1.4131], [6.8440, -3.3129, -0.7600], [5.8374, -4.2989, 1.1068], [7.9272, 1.1702, 1.6956], [7.7912, 1.5021, -0.0427], [6.3393, 1.1979, 0.9131], [8.3259, -3.8487, -0.9337], [5.8941, -3.5840, -2.0114], [5.3410, -3.1846, 1.6543], [3.9816, 4.7075, -2.3963], [3.9660, 3.2576, -1.9223], [2.5561, 2.6684, -1.7858], [1.8162, 3.1259, -0.6650], [1.1728, 4.3672, -0.8367], [4.7741, 3.1382, -0.7074], [3.7132, 5.3894, -1.5884], [4.9843, 4.9754, -2.7281], [3.2879, 4.8666, -3.2246], [4.4668, 2.6513, -2.6852], [2.6367, 1.5866, -1.6586], [1.9770, 2.8591, -2.7010], [0.8216, 4.4983, -1.8670], [1.8186, 5.2115, -0.5797], [0.3117, 4.3877, -0.1675], [4.8663, 2.1493, -0.4896], [4.2474, 3.5370, 0.0658], [1.2160, -3.7317, -2.2496], [2.2951, -2.9219, -1.5451], [1.8980, -2.2621, -0.2272], [1.0939, -1.0975, -0.3422], [-0.2882, -1.3086, -0.4776], [2.8569, -1.9499, -2.4908], [0.4842, -3.0879, -2.7451], [1.6935, -4.3418, -3.0165], [0.6750, -4.3983, -1.5738], [3.1115, -3.6063, -1.2869], [2.8133, -1.9274, 0.2618], [1.4115, -2.9867, 0.4412], [-0.6234, -2.1782, 0.1009], [-0.5968, -1.4456, -1.5193], [-0.7855, -0.4182, -0.0921], [3.6358, -1.5150, -2.0057], [2.1782, -1.2064, -2.6370], [-5.3986, 0.5832, 1.3057], [-5.4488, 0.5090, -0.2151], [-4.0714, 0.4312, -0.8807], [-3.3535, 1.6508, -0.8986], [-2.6272, 1.9449, 0.2766], [-6.2661, 1.6135, -0.7229], [-5.1108, 1.5798, 1.6458], [-6.3740, 0.3669, 1.7378], [-4.6842, -0.1355, 1.7124], [-5.9621, -0.4197, -0.4893], [-4.2061, 0.1588, -1.9305], [-3.4628, -0.3518, -0.4078], [-2.2392, 1.0336, 0.7414], [-3.2306, 2.4779, 1.0173], [-1.7849, 2.5744, -0.0092], [-6.4056, 1.5075, -1.7225], [-5.7383, 2.4754, -0.6173], [3.6121, -4.6549, -7.0043], [3.5772, -3.5482, -5.9538], [4.5571, -2.4025, -6.2331], [5.9130, -2.6952, -5.9676], [6.6141, -3.3690, -6.9828], [3.7313, -4.1309, -4.6262], [4.4878, -5.2914, -6.8697], [2.7308, -5.2884, -6.9036], [3.6345, -4.2491, -8.0189], [2.5794, -3.0920, -5.9840], [4.3050, -1.5733, -5.5687], [4.4493, -2.0555, -7.2734], [6.2817, -3.0444, -7.9773], [6.5064, -4.4560, -6.9209], [7.6689, -3.1218, -6.8640], [3.5893, -3.3925, -3.9344], [4.7020, -4.4093, -4.5015], [-9.4966, -0.5511, 3.4862], [-8.3929, -1.1665, 4.3394], [-8.8667, -1.6612, 5.7095], [-9.1118, -0.6390, 6.6565], [-10.3847, -0.0325, 6.5908], [-7.2789, -0.2226, 4.4220], [-9.7469, 0.4528, 3.8319], [-9.1624, -0.4632, 2.4531], [-10.4034, -1.1584, 3.5069], [-8.0215, -2.0539, 3.8149], [-8.0763, -2.2763, 6.1459], [-9.7605, -2.2911, 5.6004], [-11.1534, -0.7610, 6.3103], [-10.4187, 0.7974, 5.8803], [-10.6105, 0.3517, 7.5848], [-6.4846, -0.6620, 4.8759], [-7.5467, 0.5400, 5.0378], [-4.7151, 5.7348, 0.5563], [-4.0295, 5.6196, -0.8003], [-2.5017, 5.5395, -0.7210], [-1.8575, 6.7682, -0.4419], [-1.7612, 7.1132, 0.9241], [-4.4986, 6.7011, -1.6671], [-4.6180, 6.7431, 0.9616], [-5.7791, 5.5256, 0.4524], [-4.2923, 5.0326, 1.2775], [-4.3549, 4.6796, -1.2586], [-2.1223, 5.2308, -1.6987], [-2.1900, 4.7811, 0.0099], [-1.6107, 6.2229, 1.5446], [-2.6460, 7.6435, 1.2865], [-0.8956, 7.7655, 1.0317], [-4.1517, 6.5616, -2.6103], [-4.0739, 7.5686, -1.3518], [1.5307, -3.1461, 5.2731], [2.2077, -4.2791, 4.5102], [3.5860, -3.9162, 3.9478], [3.5431, -3.0921, 2.8081], [3.4536, -1.7035, 3.0285], [1.2910, -4.7722, 3.4795], [1.1348, -2.3954, 4.5874], [0.6937, -3.5346, 5.8534], [2.2277, -2.6534, 5.9536], [2.3752, -5.1033, 5.2130], [4.0807, -4.8339, 3.6205], [4.2137, -3.4587, 4.7259], [4.0072, -1.4088, 3.9271], [2.4164, -1.3646, 3.1173], [3.9036, -1.2187, 2.1621], [1.6861, -5.5995, 3.0437], [1.2610, -4.0780, 2.7371]], "mulliken_charge": [-1.042, 0.519, -0.257, -0.170, -0.215, 0.299, -0.481, 0.399, 0.278, 0.126, -0.338, -0.114, -0.042, -1.625, 0.509, -0.380, -0.395, -0.594, -0.617, 0.287, 0.383, 0.361, 0.479, 0.026, 0.421, 0.332, 0.266, 0.126, 0.060, 0.330, -1.648, 0.294, 0.434, -0.301, -0.514, -0.156, 0.334, 0.459, 0.356, 0.271, -0.094, -0.138, 0.358, 0.268, -0.022, -0.169, 0.204, -1.196, 0.429, -0.520, -0.379, -0.276, -0.715, 0.139, 0.199, 0.311, 0.457, 0.348, 0.217, 0.308, 0.051, 0.095, 0.292, 0.230, -1.618, 0.529, -0.732, -0.299, -0.725, -0.533, 0.276, 0.391, 0.365, 0.356, 0.276, 0.472, 0.323, 0.243, 0.237, 0.156, 0.343, -1.436, 0.375, -0.750, -0.373, -0.634, -0.537, 0.291, 0.331, 0.374, 0.339, 0.349, 0.414, 0.298, 0.225, 0.255, 0.260, 0.247, -1.547, 0.405, -0.346, -0.450, -0.657, -0.710, 0.404, 0.365, 0.323, 0.273, 0.376, 0.125, 0.281, 0.251, 0.278, 0.286, 0.313, -1.431, 0.303, -0.842, 0.130, -0.834, -0.785, 0.256, 0.355, 0.344, 0.444, 0.284, 0.447, 0.418, 0.235, 0.197, 0.319, 0.243]}